Record 1
{"formula": "CH6OSi", "method": "ωB97M-V/def2-TZVPD", "homo_lumo_gap_ev": 11.18, "multiplicity": 1, "charge": 0, "energy_ev": -11056.453, "de_lowest_kj_mol": 341.9, "elements": ["C", "O", "Si", "H", "H", "H", "H", "H", "H"], "coordinates": [[0.6238, 0.4983, -0.0971], [0.2358, 0.0351, -1.7417], [-0.8099, -0.2913, 0.9877], [0.9602, 1.5477, -0.0883], [1.5460, -0.1551, -0.0293], [0.9696, 0.0611, -2.3543], [-1.5058, -1.2656, 0.1408], [0.0660, -0.8496, 2.1931], [-2.0857, 0.4193, 0.9891]], "forces_ev_per_angstrom": [[0.660, -2.236, -3.481], [-0.811, 1.000, 3.437], [1.613, -0.300, -0.968], [-0.610, -0.414, -0.066], [-1.044, 0.796, 0.497], [0.784, 0.347, 0.417], [0.745, -0.965, -0.027], [-1.463, 0.666, -0.917], [0.126, 1.104, 1.109]]}

***

Record 2
{"formula": "CH6P2", "method": "ωB97M-V/def2-TZVPD", "homo_lumo_gap_ev": 7.05, "multiplicity": 1, "charge": 0, "energy_ev": -19707.268, "de_lowest_kj_mol": 342.9, "elements": ["C", "P", "P", "H", "H", "H", "H", "H", "H"], "coordinates": [[-1.5342, -0.1601, 0.2714], [1.4609, 0.1809, -0.3492], [-0.1798, 1.2658, -0.1026], [-2.1879, 0.2448, -0.4747], [-1.7258, -0.2045, 1.3011], [-1.2231, -1.0677, -0.2346], [2.0962, 1.2180, -1.0793], [1.7784, -0.3116, 1.4245], [1.5152, -1.1655, -0.7566]], "forces_ev_per_angstrom": [[2.677, 1.419, -2.385], [-0.161, -0.582, 3.925], [-2.506, -0.112, -0.505], [-1.502, 0.208, 0.579], [-0.880, -0.202, 1.065], [0.290, -0.436, 0.609], [1.032, -1.046, 0.228], [0.661, 0.408, -2.706], [0.389, 0.343, -0.810]]}

***

Record 3
{"formula": "CH6P2S", "method": "ωB97M-V/def2-TZVPD", "homo_lumo_gap_ev": 7.28, "multiplicity": 1, "charge": 0, "energy_ev": -30542.314, "de_lowest_kj_mol": 394.1, "elements": ["C", "P", "P", "S", "H", "H", "H", "H", "H", "H"], "coordinates": [[-0.2057, -0.0067, 1.2293], [-1.6466, -0.7998, -1.3217], [1.8533, 0.6512, -1.4324], [0.2222, -0.4971, -0.5448], [-0.7879, 0.9097, 1.0217], [-0.9511, -0.7845, 1.6734], [0.6717, 0.0475, 1.9602], [-1.3221, -1.4552, -2.4957], [0.9963, 1.7493, -1.0360], [1.0770, -1.7009, -0.2597]], "forces_ev_per_angstrom": [[-1.003, -1.464, 0.641], [-1.332, 0.269, 1.041], [-1.260, -0.003, 0.892], [2.823, -1.643, 0.955], [0.641, -0.181, 0.546], [1.300, 1.216, -1.110], [-0.983, 0.314, -1.683], [0.822, -0.028, -0.586], [0.430, -0.090, -0.476], [-1.438, 1.609, -0.221]]}

***

- charge of number 2 (CH6P2)?
  0

***

- What is the formula in the third record?
  CH6P2S